Entry 1:
The molecule C5H6S. Source: the Open Molecules 2025 dataset; level of theory: wB97M-V/def2-TZVPD.

Output
- total charge = 0
- SMILES = S=C1C=CCC1
- ΔE to the lowest compared entry with this formula, charge and spin (kcal/mol) = 3.5
- DFT total energy (eV) = -16116.3852
- LUMO level (eV) = -0.2
- highest occupied orbital energy (eV) = -8.413

Geometry as XYZ:
```
12
Properties=species:S:1:pos:R:3:mulliken_charge:R:1
C -0.43 0.03 -0.01 0.131
C 0.56 -1.19 0.09 -0.507
C 1.93 -0.61 -0.09 -0.550
C 1.65 0.92 -0.05 -0.375
C 0.38 1.22 0.04 -0.309
H 0.49 -1.50 1.17 0.220
H 0.29 -2.04 -0.54 0.351
H 2.31 -0.89 -1.05 0.258
H 2.58 -0.94 0.66 0.319
H 2.49 1.61 0.18 0.330
H -0.07 2.18 0.15 0.432
S -2.04 -0.04 -0.03 -0.299
```

Entry 2:
The molecule C5H9NO2. Source: the Open Molecules 2025 dataset; level of theory: wB97M-V/def2-TZVPD.

Output
- total charge = 0
- SMILES = NCC(=O)OC1CC1
- ΔE to the lowest compared entry with this formula, charge and spin (kcal/mol) = 115.1
- DFT total energy (eV) = -10911.5856
- LUMO level (eV) = 0.6
- highest occupied orbital energy (eV) = -9.564

Geometry as XYZ:
```
17
Properties=species:S:1:pos:R:3:mulliken_charge:R:1
C 2.01 0.36 0.32 -0.211
C 0.61 0.51 -0.12 0.605
C -1.39 -0.88 -0.17 0.043
C -2.40 -0.37 0.80 -0.445
C -2.23 0.30 -0.68 -0.620
H 2.91 -1.77 -0.16 0.229
H 3.99 -0.46 0.17 0.273
H 2.71 1.19 -0.07 0.268
H 2.01 0.22 1.33 0.185
H -1.58 -1.93 -0.82 0.294
H -1.77 0.33 1.55 0.195
H -3.43 -0.90 1.11 0.251
H -1.73 1.21 -0.89 0.301
H -2.95 -0.05 -1.51 0.209
N 2.96 -0.69 -0.28 -0.667
O -0.07 1.58 0.01 -0.635
O 0.01 -0.64 0.03 -0.275
```

Entry 3:
C19H15F4 as an isolated structure. Source: the Open Molecules 2025 dataset; level of theory: wB97M-V/def2-TZVPD.

Output
- total charge = +1
- ΔE to the lowest compared entry with this formula, charge and spin (kcal/mol) = 75.2
- DFT total energy (eV) = -30803.9077
- LUMO level (eV) = -4.8
- highest occupied orbital energy (eV) = -12.594

Geometry as XYZ:
```
38
Properties=species:S:1:pos:R:3:mulliken_charge:R:1
F 1.90 -2.14 -3.58 -0.292
C 2.21 -2.00 -2.24 0.110
C 3.51 -1.61 -1.90 -0.699
C 3.75 -1.51 -0.54 0.299
F 5.04 -1.22 -0.15 -0.285
C 2.82 -1.86 0.46 -0.603
C 1.63 -2.49 0.04 0.183
C 0.66 -3.23 1.05 0.865
C -0.68 -2.41 1.30 0.016
C -1.13 -2.17 2.59 -0.750
C -2.49 -1.89 2.78 0.470
F -2.98 -1.92 4.06 -0.288
C -3.40 -1.75 1.73 -0.754
C -2.82 -1.69 0.47 0.453
F -3.66 -1.58 -0.62 -0.290
C -1.45 -1.93 0.23 -0.710
C 1.27 -2.42 -1.30 -0.762
H 4.27 -1.43 -2.66 0.514
H 3.07 -1.72 1.49 0.507
H 1.21 -3.22 2.03 0.651
H -0.47 -2.26 3.44 0.480
H -4.46 -1.68 1.89 0.518
H -1.07 -1.75 -0.77 0.539
H 0.28 -2.71 -1.67 0.540
C 1.75 -5.69 0.59 -0.809
C 1.98 -7.12 1.09 -0.782
C 0.79 -7.76 1.72 -0.490
C -0.26 -6.98 2.11 -0.666
C -0.30 -5.54 1.97 0.146
C 0.72 -4.81 1.33 -0.172
H 2.73 -5.19 0.51 0.336
H 1.36 -5.83 -0.45 0.422
H 2.31 -7.77 0.26 0.386
H 2.81 -7.08 1.82 0.341
H 0.85 -8.81 1.91 0.437
H -1.12 -7.45 2.60 0.389
H -1.21 -5.07 2.27 0.471
H 0.17 -4.06 0.29 0.279
```

Entry 4:
C11H7N2NiO6 as an isolated structure. Source: the Open Molecules 2025 dataset; level of theory: wB97M-V/def2-TZVPD.

Output
- total charge = +1
- expectation value of S² = 2.0206
- 2S+1 = 3
- ΔE to the lowest compared entry with this formula, charge and spin (kcal/mol) = 60.0
- DFT total energy (eV) = -67816.1108
- LUMO level (alpha / beta) (eV) = -5.3 / -6.4
- highest occupied orbital energy (alpha / beta) (eV) = -11.509 / -12.724

Geometry as XYZ:
```
27
Properties=species:S:1:pos:R:3:mulliken_charge:R:1
O 2.66 5.50 -3.67 -0.154
C 2.22 4.78 -2.87 0.166
Ni 1.28 2.30 -0.79 -0.048
C 2.08 0.73 -0.52 0.555
O 2.40 -0.34 -0.23 -0.182
C -0.05 2.56 0.30 0.466
O -1.04 2.75 0.86 -0.176
C 0.35 2.10 -2.46 0.535
O -0.07 1.34 -3.26 -0.256
C 2.39 2.66 0.58 0.281
O 3.13 3.05 1.38 -0.170
H 0.44 3.41 -1.73 -0.014
N -1.31 -3.41 2.99 -0.381
C -1.13 -2.10 2.66 0.453
O -1.05 -1.22 3.53 -0.621
C -1.11 -1.80 1.20 -0.048
C -1.47 -2.74 0.22 -0.458
C -1.29 -2.38 -1.11 -0.914
C -0.72 -1.13 -1.40 -0.147
N -0.34 -0.26 -0.48 -0.100
C -0.58 -0.56 0.78 0.053
H -1.34 -3.62 3.98 0.248
H -1.08 -4.17 2.37 0.194
H -1.88 -3.72 0.48 0.420
H -1.53 -3.06 -1.93 0.390
H -0.58 -0.82 -2.44 0.366
H -0.36 0.18 1.53 0.544
```

Entry 5:
C23H23AsN4O7Tc as an isolated structure. Source: the Open Molecules 2025 dataset; level of theory: wB97M-V/def2-TZVPD.

Output
- total charge = +2
- expectation value of S² = 0.7636
- 2S+1 = 2
- DFT total energy (eV) = -107537.3570
- LUMO level (alpha / beta) (eV) = -8.7 / -8.2
- highest occupied orbital energy (alpha / beta) (eV) = -13.253 / -13.262

Geometry as XYZ:
```
59
Properties=species:S:1:pos:R:3:mulliken_charge:R:1
Tc 0.36 -0.32 -0.17 0.175
O -2.09 4.50 -0.11 -0.589
C -1.52 4.47 -1.31 0.348
C -1.52 5.66 -2.04 -0.661
C -0.99 5.70 -3.31 -0.383
C -0.43 4.56 -3.89 -0.792
C -0.37 3.39 -3.17 -0.497
C -0.90 3.33 -1.87 0.322
C -0.73 2.10 -1.11 1.242
O 0.19 1.25 -1.47 -0.542
N -1.51 1.87 -0.05 -1.737
N -1.19 0.71 0.54 1.505
C -1.80 0.26 1.59 -0.533
C -1.32 -1.01 2.09 0.746
C -1.94 -1.70 3.12 -0.975
C -1.46 -2.95 3.48 -0.286
C -0.36 -3.47 2.80 -0.909
C 0.22 -2.72 1.79 -0.025
N -0.25 -1.52 1.43 0.406
H -2.17 3.60 0.25 0.487
H -1.96 6.53 -1.58 0.460
H -1.02 6.63 -3.87 0.410
H -0.04 4.59 -4.90 0.435
H 0.08 2.51 -3.60 0.454
H -2.63 0.80 2.05 0.513
H -2.79 -1.26 3.62 0.502
H -1.94 -3.52 4.26 0.461
H 0.04 -4.44 3.05 0.442
H 1.08 -3.10 1.25 0.576
O 2.06 -1.03 -1.18 -0.422
C 2.07 -1.53 -2.32 -0.002
C 0.95 -2.03 -3.05 0.757
C 1.19 -2.59 -4.31 -0.681
C 0.16 -3.15 -5.01 -0.454
C -1.13 -3.21 -4.47 -0.429
C -1.39 -2.65 -3.24 -0.710
C -0.37 -2.02 -2.51 0.373
O -0.68 -1.45 -1.37 -0.396
N 0.43 -3.73 -6.34 0.996
O 1.52 -3.53 -6.81 -0.576
O -0.48 -4.35 -6.85 -0.568
H 3.04 -1.62 -2.82 0.455
H 2.18 -2.59 -4.74 0.573
H -1.91 -3.70 -5.05 0.543
H -2.38 -2.68 -2.81 0.508
C 3.31 2.34 -0.72 -0.995
As 3.15 1.30 0.90 0.802
C 3.41 2.43 2.43 -1.066
C 4.43 -0.14 1.00 -1.019
O 1.56 0.72 1.06 -0.568
H 4.31 2.76 -0.76 0.507
H 2.57 3.13 -0.70 0.327
H 3.14 1.70 -1.59 0.242
H 4.39 2.90 2.37 0.422
H 3.35 1.83 3.33 0.382
H 2.64 3.20 2.45 0.367
H 5.43 0.30 0.91 0.424
H 4.27 -0.85 0.20 0.278
H 4.33 -0.62 1.96 0.375
```

Entry 6:
The molecule C5H5NO. Source: the Open Molecules 2025 dataset; level of theory: wB97M-V/def2-TZVPD.

Output
- total charge = 0
- ΔE to the lowest compared entry with this formula, charge and spin (kcal/mol) = 77.0
- DFT total energy (eV) = -8800.0817
- LUMO level (eV) = 0.7
- highest occupied orbital energy (eV) = -9.030

Geometry as XYZ:
```
12
Properties=species:S:1:pos:R:3:mulliken_charge:R:1
O 1.95 -1.24 -1.06 -0.313
C 1.10 -0.24 -0.90 -0.903
C 0.37 -0.48 0.36 0.604
C -0.01 0.80 1.08 -0.732
C -1.07 0.04 0.36 -0.093
C -1.66 0.57 -0.85 0.098
N -2.20 0.99 -1.79 -0.421
H 2.42 -1.07 -1.89 0.430
H 0.55 -1.37 0.96 0.382
H 0.34 1.72 0.62 0.334
H -0.02 0.79 2.16 0.259
H -1.77 -0.53 0.96 0.354
```